(1)
C6H9N | the ωB97M-V functional and the def2-TZVPD basis

Computed properties:
HOMO-LUMO gap = 10.06 eV
HOMO energy = -0.3347 hartree
energy above the lowest of the compared OMol25 structures with the same formula, charge and spin = 4.505 eV

Geometry (Å):
C 2.598 0.530 -0.040
C 1.871 -0.695 0.216
C 0.948 -1.472 0.157
C -0.353 -1.193 -0.504
N -1.331 -0.739 0.464
C -2.319 0.177 -0.058
C -1.268 0.650 0.880
H 2.483 0.759 -1.110
H 3.652 0.450 0.203
H 2.127 1.341 0.528
H -0.127 -0.389 -1.239
H -0.736 -2.046 -1.058
H -3.338 -0.004 0.268
H -2.211 0.491 -1.098
H -0.495 1.304 0.467
H -1.502 0.837 1.926

(2)
C31H57CuN2O2P2S | the ωB97M-V functional and the def2-TZVPD basis

Computed properties:
HOMO-LUMO gap (alpha / beta) = 7.70 / 6.38 eV
HOMO energy (alpha / beta) = -0.3583 / -0.3551 hartree
total charge = +1
spin multiplicity = 2
energy above the lowest of the compared OMol25 structures with the same formula, charge and spin = 1.177 eV

Geometry (Å):
C 2.239 -1.296 -0.866
C 1.224 0.571 -1.928
C 3.156 -1.421 -1.914
C 2.114 0.467 -3.012
C 3.099 -0.522 -2.994
H 3.896 -2.226 -1.892
H 2.027 1.166 -3.848
H 3.810 -0.609 -3.821
N 1.318 -0.288 -0.867
P 0.379 -2.441 0.876
P -0.198 2.173 -0.129
C 2.165 -2.282 0.276
H 2.643 -3.237 -0.004
H 2.701 -1.876 1.155
C -1.591 -0.094 2.032
O -2.487 -0.065 2.794
C 0.045 1.496 -1.899
H 0.123 2.260 -2.685
C -1.829 3.202 -0.181
C 1.284 3.356 0.159
C -0.465 -3.631 -0.364
C 0.544 -3.319 2.569
C -2.959 2.369 0.465
H -2.921 2.442 1.562
H -3.927 2.785 0.126
H -2.914 1.305 0.199
C -1.700 4.484 0.668
H -1.494 4.250 1.726
H -0.929 5.176 0.296
H -2.669 5.015 0.628
C -2.212 3.572 -1.626
H -2.861 4.468 -1.609
H -1.337 3.801 -2.254
H -2.781 2.761 -2.105
C 1.199 3.960 1.580
H 0.546 3.357 2.230
H 2.213 3.951 2.022
H 0.844 4.999 1.586
C 2.592 2.534 0.095
H 2.480 1.543 0.558
H 2.953 2.407 -0.936
H 3.369 3.085 0.657
C 1.373 4.469 -0.903
H 0.628 4.352 -1.706
H 1.184 5.445 -0.417
H 2.376 4.516 -1.362
C -0.871 -3.507 3.157
H -0.790 -4.057 4.113
H -1.345 -2.533 3.367
H -1.534 -4.086 2.495
C 1.329 -2.409 3.532
H 2.281 -2.059 3.102
H 0.740 -1.528 3.826
H 1.566 -2.992 4.442
C 1.293 -4.665 2.477
H 2.077 -4.636 1.700
H 1.799 -4.855 3.442
H 0.633 -5.519 2.273
C 0.039 -3.228 -1.764
H 1.079 -3.551 -1.940
H -0.597 -3.718 -2.524
H -0.035 -2.142 -1.912
C -1.981 -3.339 -0.292
H -2.300 -2.789 -1.195
H -2.527 -4.301 -0.249
H -2.253 -2.757 0.602
C -0.182 -5.132 -0.176
H 0.900 -5.345 -0.117
H -0.674 -5.555 0.714
H -0.576 -5.672 -1.058
Cu -0.167 -0.093 0.731
N -1.447 -0.241 -1.037
C -1.185 0.500 -2.036
C -1.932 0.382 -3.401
C -1.484 1.418 -4.450
C -1.659 -1.029 -3.969
C -3.450 0.514 -3.146
H -1.643 2.457 -4.112
H -0.417 1.298 -4.710
H -2.067 1.281 -5.378
H -2.057 -1.793 -3.283
H -2.146 -1.145 -4.955
H -0.576 -1.205 -4.096
H -3.899 1.218 -3.870
H -3.929 -0.472 -3.259
H -3.662 0.887 -2.130
C 0.169 1.280 4.277
S 1.560 1.356 3.092
C 2.775 0.438 4.094
O 1.118 0.191 2.174
H 0.486 1.748 5.231
H -0.186 0.258 4.490
H -0.673 1.883 3.880
H 2.301 -0.223 4.846
H 3.450 -0.140 3.431
H 3.402 1.176 4.635

(3)
C22H24NO2 | the ωB97M-V functional and the def2-TZVPD basis

Computed properties:
HOMO-LUMO gap = 7.23 eV
HOMO energy = -0.4024 hartree
total charge = +1
energy above the lowest of the compared OMol25 structures with the same formula, charge and spin = 1.046 eV

Geometry (Å):
C 0.118 -0.135 3.662
C 0.879 0.675 2.673
N 0.873 0.673 1.386
C 1.885 1.624 0.828
C 2.482 2.346 2.037
C 1.859 1.673 3.278
H 0.317 0.266 4.662
H -0.968 -0.107 3.480
H 0.435 -1.190 3.648
H 2.674 1.080 0.277
H 1.433 2.339 0.109
H 3.584 2.255 2.034
H 2.236 3.415 2.003
H 1.335 2.379 3.928
H 2.592 1.161 3.908
C 4.591 -2.016 -3.422
C 4.250 -2.008 -1.932
C 2.845 -1.493 -1.897
C 2.410 -1.312 -3.245
O 3.364 -1.587 -4.172
C 1.110 -0.893 -3.548
C 0.253 -0.663 -2.506
C 0.687 -0.706 -1.128
C -0.173 -0.337 -0.051
C -1.529 0.091 -0.225
C -2.504 -0.378 0.699
C -3.838 -0.047 0.519
C -4.221 0.798 -0.565
O -5.541 1.119 -0.571
C -6.161 0.453 0.614
C -5.069 -0.366 1.306
C -3.288 1.285 -1.473
C -1.955 0.977 -1.283
C 2.002 -1.184 -0.850
H 5.389 -1.307 -3.679
H 4.857 -3.007 -3.808
H 4.332 -3.022 -1.513
H 4.927 -1.354 -1.363
H 0.780 -0.820 -4.594
H -0.800 -0.436 -2.700
H 0.071 -0.771 0.933
H -2.188 -1.024 1.515
H -6.562 1.241 1.265
H -6.989 -0.145 0.216
H -5.336 -1.433 1.285
H -4.947 -0.079 2.359
H -3.631 1.860 -2.345
H -1.198 1.412 -1.938
H 2.329 -1.298 0.187

(4)
C48H51N4O | the ωB97M-V functional and the def2-TZVPD basis

Computed properties:
HOMO-LUMO gap = 3.22 eV
HOMO energy = -0.2870 hartree
total charge = +1
energy above the lowest of the compared OMol25 structures with the same formula, charge and spin = 0.000 eV

Geometry (Å):
C 6.717 -1.470 2.024
C 6.654 -1.666 0.498
C 5.302 -1.094 0.049
N 4.791 -0.254 1.156
C 3.974 0.818 0.944
C 3.619 1.686 1.955
C 3.103 2.947 1.728
C 2.825 3.885 2.766
C 2.760 5.258 2.465
C 2.551 6.187 3.454
C 2.375 5.778 4.766
C 2.410 4.431 5.086
C 2.642 3.493 4.108
C 5.654 -0.413 2.361
H 6.502 -2.411 2.542
H 7.718 -1.161 2.350
H 7.479 -1.134 0.011
H 6.754 -2.722 0.222
H 5.394 -0.483 -0.853
H 4.569 -1.879 -0.156
H 3.680 1.033 -0.067
H 3.858 1.406 2.965
H 3.019 3.285 0.708
H 2.903 5.572 1.445
H 2.510 7.235 3.205
H 2.192 6.508 5.536
H 2.229 4.115 6.101
H 2.636 2.447 4.362
H 5.049 -0.698 3.228
H 6.112 0.556 2.584
C -0.127 0.471 -6.521
C -0.338 0.088 -5.101
C -1.097 -1.027 -4.795
C -1.324 -1.411 -3.489
C -2.126 -2.636 -3.232
C -0.768 -0.653 -2.450
N -1.056 -0.996 -1.079
C -0.755 -2.223 -0.466
C -0.091 -3.351 -1.124
C -0.517 -4.644 -0.838
C 0.002 -5.724 -1.513
C 0.966 -5.529 -2.481
C 1.418 -4.255 -2.767
C 0.902 -3.174 -2.089
N -1.211 -2.263 0.764
N -1.742 -1.057 0.995
C -2.140 -0.678 2.333
C -1.228 -0.859 3.376
C 0.097 -1.483 3.114
C -1.586 -0.477 4.657
C -2.823 0.085 4.926
C -3.205 0.472 6.310
C -3.719 0.238 3.882
C -3.408 -0.149 2.592
C -4.420 -0.021 1.514
C -1.681 -0.250 -0.123
C -2.088 1.170 -0.206
O -1.735 1.938 0.705
C -2.847 1.674 -1.298
C -3.075 3.141 -1.338
C -3.481 0.836 -2.289
C -4.027 -0.414 -1.946
C -4.745 -1.149 -2.854
C -4.888 -0.695 -4.153
C -4.322 0.507 -4.536
C -3.644 1.270 -3.618
C 0.032 0.457 -2.740
C 0.654 1.258 -1.650
C 0.221 0.816 -4.063
H 0.445 1.398 -6.599
H 0.417 -0.313 -7.051
H -1.084 0.617 -7.024
H -1.524 -1.611 -5.591
H -2.512 -2.646 -2.213
H -2.972 -2.695 -3.917
H -1.522 -3.533 -3.372
H -1.293 -4.775 -0.106
H -0.363 -6.715 -1.299
H 1.359 -6.374 -3.019
H 2.149 -4.107 -3.546
H 1.241 -2.180 -2.322
H 0.729 -1.476 4.005
H -0.024 -2.520 2.795
H 0.620 -0.948 2.320
H -0.883 -0.615 5.460
H -4.178 0.965 6.323
H -3.267 -0.409 6.950
H -2.475 1.158 6.742
H -4.682 0.672 4.075
H -5.384 0.302 1.909
H -4.103 0.722 0.784
H -4.565 -0.978 1.011
H -3.846 3.413 -2.058
H -3.408 3.493 -0.362
H -2.165 3.676 -1.599
H -3.858 -0.803 -0.958
H -5.167 -2.100 -2.562
H -5.423 -1.292 -4.873
H -4.397 0.838 -5.559
H -3.184 2.192 -3.921
H 1.633 1.631 -1.952
H 0.031 2.115 -1.393
H 0.778 0.660 -0.745
H 0.821 1.681 -4.284

(5)
CHNO3S | the ωB97M-V functional and the def2-TZVPD basis

Computed properties:
HOMO-LUMO gap = 10.88 eV
HOMO energy = -0.4109 hartree
energy above the lowest of the compared OMol25 structures with the same formula, charge and spin = 2.310 eV

Geometry (Å):
C 0.763 0.700 -1.409
N 0.434 0.724 -0.300
O 0.257 -0.710 2.137
O -1.558 0.556 0.952
O -0.510 -1.445 -0.024
S -0.532 -0.486 0.997
H 1.146 0.660 -2.353

(6)
C24H39FGaN3O3S3Si | the ωB97M-V functional and the def2-TZVPD basis

Computed properties:
HOMO-LUMO gap = 7.11 eV
HOMO energy = -0.4891 hartree
total charge = +2
energy above the lowest of the compared OMol25 structures with the same formula, charge and spin = 0.000 eV

Geometry (Å):
Ga 0.241 -0.571 -0.586
C -0.489 1.089 3.668
Si -0.734 -0.503 2.650
C -2.487 -0.385 1.926
C -0.630 -2.190 3.542
N 0.494 -0.543 1.342
C 1.834 -0.474 1.688
C 2.311 -0.496 3.006
C 3.656 -0.408 3.301
C 4.611 -0.296 2.304
C 4.189 -0.289 0.986
C 2.842 -0.385 0.729
F 2.427 -0.423 -0.639
H -1.325 1.196 4.350
H -0.471 1.969 3.029
H 0.414 1.109 4.266
H -3.176 -0.359 2.764
H -2.762 -1.253 1.335
H -2.678 0.512 1.347
H -1.472 -2.287 4.220
H 0.269 -2.311 4.138
H -0.678 -3.034 2.854
H 1.616 -0.585 3.816
H 3.964 -0.433 4.334
H 5.659 -0.231 2.544
H 4.889 -0.213 0.168
C -0.165 -3.067 -4.214
C 0.289 -1.664 -4.571
S 0.505 -0.404 -3.243
C -1.039 0.556 -3.423
C -2.294 -0.156 -2.953
S -2.255 -0.657 -1.194
C -2.819 -2.401 -1.301
C -1.919 -3.401 -1.994
S -1.942 -3.284 -3.834
H 0.415 -3.490 -3.397
H -0.012 -3.680 -5.103
H -0.382 -1.210 -5.300
H 1.288 -1.733 -5.009
H -1.139 0.803 -4.481
H -0.894 1.486 -2.872
H -2.487 -1.049 -3.548
H -3.142 0.526 -3.044
H -3.800 -2.364 -1.778
H -2.949 -2.697 -0.260
H -2.284 -4.404 -1.754
H -0.885 -3.310 -1.664
O -2.678 5.982 2.920
C -2.848 6.112 1.552
N -1.734 5.514 0.815
C -1.755 4.221 0.465
O -2.704 3.477 0.627
C -0.517 3.668 -0.203
C 0.494 4.383 -0.837
C 1.519 3.673 -1.450
C 1.497 2.290 -1.438
N 0.516 1.605 -0.841
C -0.447 2.282 -0.230
H -2.964 5.109 3.216
H -2.863 7.181 1.325
H -3.766 5.634 1.192
H -0.872 6.036 0.809
H 0.484 5.462 -0.879
H 2.324 4.190 -1.949
H 2.268 1.709 -1.930
H -1.228 1.705 0.256
C 3.019 -3.869 0.311
C 2.048 -3.638 -0.830
O 0.961 -2.763 -0.440
H 3.798 -4.552 -0.013
H 2.511 -4.307 1.167
H 3.482 -2.935 0.620
H 1.608 -4.587 -1.160
H 2.546 -3.148 -1.670
H 0.695 -3.038 0.452

(7)
C22H18N3O7S | the ωB97M-V functional and the def2-TZVPD basis

Computed properties:
HOMO-LUMO gap = 4.91 eV
HOMO energy = -0.1299 hartree
total charge = -1

Geometry (Å):
C -2.948 0.664 1.441
C -1.466 0.459 1.480
C -0.945 -0.839 1.464
C 0.417 -1.045 1.522
C 1.359 0.050 1.592
O 2.635 -0.122 1.632
C 0.770 1.374 1.597
C -0.591 1.557 1.520
H -3.180 1.730 1.428
H -3.375 0.199 0.547
H -3.445 0.207 2.305
H -1.638 -1.686 1.398
H 0.821 -2.052 1.477
H 1.448 2.224 1.644
H -1.027 2.561 1.485
C 7.830 -2.046 -3.949
C 6.876 -2.365 -2.840
C 6.784 -3.680 -2.377
C 5.906 -4.011 -1.349
C 5.145 -3.001 -0.750
S 4.077 -3.410 0.604
O 2.754 -2.893 0.424
O 4.325 -4.768 1.009
N 4.712 -2.340 1.811
C 6.029 -2.437 2.300
C 7.013 -3.352 1.994
C 8.198 -3.287 2.739
N 9.321 -4.063 2.323
O 10.392 -3.976 2.965
O 9.199 -4.797 1.314
C 8.335 -2.394 3.842
C 7.306 -1.507 4.147
C 6.137 -1.537 3.386
C 4.828 -0.942 3.546
N 4.485 -0.001 4.535
O 5.377 0.368 5.340
O 3.312 0.430 4.597
C 3.976 -1.529 2.609
C 5.197 -1.685 -1.224
C 6.082 -1.373 -2.255
H 7.843 -0.974 -4.155
H 8.848 -2.361 -3.694
H 7.555 -2.570 -4.871
H 7.413 -4.454 -2.820
H 5.832 -5.036 -0.993
H 6.904 -4.100 1.221
H 9.250 -2.427 4.424
H 7.380 -0.803 4.971
H 2.922 -1.368 2.482
H 4.560 -0.918 -0.791
H 6.167 -0.345 -2.612

(8)
C7H8N2OS | the ωB97M-V functional and the def2-TZVPD basis

Computed properties:
HOMO-LUMO gap = 8.75 eV
HOMO energy = -0.2925 hartree
energy above the lowest of the compared OMol25 structures with the same formula, charge and spin = 1.878 eV

Geometry (Å):
C 2.730 2.158 -0.349
C 1.982 1.135 -0.977
C 2.022 2.842 0.580
C 0.707 1.068 -0.497
C -1.716 -1.007 0.256
C -0.004 -1.216 -1.077
C -2.855 -1.235 1.171
N -0.954 -1.886 -0.239
N -0.304 0.228 -0.938
O -1.460 0.278 -0.098
S 0.406 2.254 0.731
H 3.756 2.370 -0.592
H 2.363 0.499 -1.754
H 2.335 3.663 1.193
H 1.022 -1.447 -0.768
H -0.143 -1.519 -2.122
H -2.661 -0.746 2.124
H -2.985 -2.302 1.319
H -3.757 -0.800 0.743

(9)
C6H34NO12 | the ωB97M-V functional and the def2-TZVPD basis

Computed properties:
HOMO-LUMO gap = 10.24 eV
HOMO energy = -0.4759 hartree
total charge = +1
energy above the lowest of the compared OMol25 structures with the same formula, charge and spin = 2.558 eV

Geometry (Å):
C 1.547 -0.350 3.690
O 0.257 0.238 3.271
C 2.570 -0.546 2.564
C 2.196 -1.652 1.597
C 1.017 -1.380 0.690
C 1.077 -1.749 -0.587
C -0.073 0.485 1.964
N -0.261 -0.836 1.162
H 1.872 0.409 4.387
H 1.246 -1.363 3.955
H 0.235 -5.018 2.252
H 2.709 0.421 2.074
H 3.478 -0.798 3.113
H 3.012 -1.830 0.899
H 2.095 -2.646 2.046
H 0.366 -1.466 -1.346
H 2.000 -2.183 -0.940
H 0.681 1.148 1.533
H -1.044 0.971 2.015
H -0.994 -0.552 0.513
H -3.843 -0.985 0.695
H -4.622 -0.259 1.898
O -3.873 -0.250 1.305
H 1.189 1.042 -2.116
H 2.253 0.339 -3.110
O 1.702 0.243 -2.338
H -4.032 -3.230 0.027
H -3.326 -3.356 -1.385
O -3.557 -2.774 -0.663
H -0.899 1.167 -4.644
H -0.519 2.449 -5.311
O -0.825 2.117 -4.459
H -0.892 -4.189 1.871
H -0.524 -1.416 1.968
O -0.455 -4.492 2.679
H -0.065 -1.219 -5.310
H 0.281 -1.090 -3.543
O -0.166 -1.091 -4.381
H -2.140 0.346 -2.413
H -2.781 -0.511 -1.457
O -1.933 -0.049 -1.553
H 0.191 2.724 -2.964
H -0.521 2.367 -1.636
O 0.331 2.551 -2.017
H -2.512 3.307 -0.911
H -2.157 1.870 -0.484
O -1.814 2.765 -0.533
H 2.214 3.233 1.444
H 2.756 2.994 2.902
O 2.471 2.548 2.101
H 1.932 4.122 -0.584
H 0.774 3.356 -0.088
O 1.379 4.066 0.156

(10)
C4H11NO4S | the ωB97M-V functional and the def2-TZVPD basis

Computed properties:
HOMO-LUMO gap = 10.35 eV
HOMO energy = -0.3658 hartree
energy above the lowest of the compared OMol25 structures with the same formula, charge and spin = 1.514 eV

Geometry (Å):
C 0.208 -1.344 -1.265
C 2.033 0.620 -0.496
C 0.303 1.829 0.831
C -0.166 -0.270 -0.222
N 0.683 0.691 0.062
O -2.205 1.107 -1.158
O -2.536 -1.211 -0.342
O -2.178 0.618 1.269
O -0.483 -1.724 1.517
S -2.085 0.107 -0.090
H -0.794 -1.860 -1.541
H 0.770 -2.153 -0.867
H 0.726 -0.748 -1.937
H 2.651 0.100 0.247
H 2.181 -0.215 -1.235
H 2.478 1.579 -0.731
H -0.415 2.395 0.190
H -0.040 1.610 1.804
H 1.139 2.607 0.949
H -1.211 -1.450 2.074
H -1.059 -2.286 0.941